[1]
C22H28N2O5 as an isolated structure in a non-equilibrium geometry, computed with wB97M-V/def2-TZVPD.

Element x y z (Å)
C: 4.529 2.017 0.937
C: 3.752 1.438 -0.345
H: 3.158 2.199 -0.926
H: 4.566 1.231 -1.038
C: 2.785 0.444 0.041
C: 1.859 0.738 0.906
C: 1.955 0.283 2.267
C: 0.731 0.742 2.997
O: 0.691 0.338 4.136
O: -0.149 1.574 2.685
C: -0.091 1.971 1.171
C: -1.238 2.950 0.925
C: -1.617 3.321 -0.112
C: -0.595 2.694 -1.314
C: 0.342 2.003 -0.992
C: 0.847 1.535 0.440
O: 1.232 1.463 -1.800
C: 0.738 0.839 -3.014
H: 1.161 1.058 -4.089
H: -0.262 1.074 -3.234
C: 0.720 -0.598 -2.959
O: 1.541 -1.404 -3.784
N: 0.269 -1.196 -1.890
C: 0.460 -2.584 -1.389
H: 0.337 -2.459 -0.564
H: 1.069 -3.037 -1.953
C: -1.046 -3.283 -1.549
H: -0.886 -4.382 -1.493
H: -0.983 -3.372 -2.737
C: -2.234 -2.731 -1.083
N: -2.218 -2.468 0.157
C: -1.954 -1.182 0.815
O: -1.576 -0.322 0.178
C: -1.944 -1.382 2.451
H: -2.378 -0.545 2.875
C: -2.601 -2.862 2.376
H: -2.434 -3.240 3.350
H: -3.511 -2.721 2.762
C: -2.392 -3.523 1.202
H: -3.114 -4.114 0.850
H: -1.494 -4.307 1.430
H: -0.600 -1.532 2.717
H: -2.335 -1.621 -1.558
H: -3.109 -3.244 -1.232
H: -0.321 -0.420 -1.281
H: -0.932 2.943 -2.207
C: -2.660 4.069 -0.476
H: -3.082 4.547 0.444
H: -3.499 3.563 -1.152
H: -2.176 4.937 -1.379
H: -1.935 3.137 1.798
H: 2.538 -0.374 2.415
H: 2.431 -0.172 -1.106
H: 3.571 -0.518 0.537
H: 3.741 2.300 1.721
H: 5.256 1.167 1.373
H: 5.086 3.019 0.700

Output
energy relative to the best compared isomer or geometry (same formula, charge and spin): 539.0 kcal/mol
total charge: 0
frontier orbital gap: 8.37 eV


[2]
One molecule with the formula C22H28N2O5 in a non-equilibrium geometry, computed with wB97M-V/def2-TZVPD.

Element x y z (Å)
C: -5.861 -0.096 -1.324
H: -5.394 -1.028 -1.875
O: -5.138 0.227 -0.192
C: -3.890 0.264 -0.154
C: -3.366 0.345 0.981
C: -2.086 0.594 1.329
C: -1.265 0.489 0.348
C: -1.758 0.434 -1.194
C: -3.157 0.275 -1.326
H: -3.454 0.040 -2.233
H: -1.175 0.566 -1.934
C: 0.207 0.875 0.303
N: 0.661 2.014 0.281
C: 0.472 2.998 -0.815
H: -0.528 2.633 -1.407
H: 1.176 2.660 -1.459
C: 0.517 4.247 -0.492
H: 0.354 4.943 -1.379
O: 1.805 4.895 -0.015
C: 1.891 4.105 1.351
H: 2.841 4.382 1.529
C: 1.804 2.645 1.124
H: 2.052 2.127 1.964
H: 2.695 2.354 0.470
H: 1.130 4.464 1.723
H: -0.270 4.674 0.121
H: 0.542 0.265 1.424
C: 1.186 0.066 -0.602
N: 2.438 -0.258 0.019
C: 2.836 -1.170 1.073
C: 3.131 -2.448 0.481
O: 4.133 -2.594 -0.540
C: 3.864 -1.729 -1.512
H: 4.672 -1.943 -2.224
C: 3.527 -0.391 -1.095
H: 3.340 0.484 -1.930
H: 4.502 0.087 -0.821
H: 2.953 -2.163 -1.778
H: 3.444 -3.125 1.386
H: 2.105 -2.894 0.189
H: 2.048 -1.225 1.861
H: 3.545 -0.663 1.758
C: 0.374 -1.472 -0.879
O: 0.467 -2.006 -2.019
C: -0.350 -2.114 0.050
C: -0.934 -3.311 -0.086
C: -1.529 -3.687 1.232
C: -0.915 -2.844 2.104
O: -0.200 -1.760 1.333
H: -1.279 -2.517 3.177
H: -2.279 -4.311 1.371
H: -1.274 -3.669 -1.066
H: 1.404 0.495 -1.626
H: -1.551 0.770 2.359
H: -3.936 0.497 2.100
H: -6.933 -0.099 -0.988
H: -5.781 0.680 -2.166

Output
energy relative to the best compared isomer or geometry (same formula, charge and spin): 472.1 kcal/mol
total charge: 0
SMILES: COc1ccc([C@@H]([C@H](C(=O)c2ccco2)N2CCOCC2)N2CCOCC2)cc1
frontier orbital gap: 7.09 eV


[3]
One molecule with the formula C22H28N2O5, computed with wB97M-V/def2-TZVPD.

Element x y z (Å)
C: -0.536 0.654 -2.371
C: -0.388 -0.389 -1.320
C: 0.514 -1.408 -1.250
C: 0.272 -2.118 -0.038
C: -0.802 -1.482 0.582
N: -1.177 -0.434 -0.191
C: -2.255 0.475 0.086
H: -1.988 1.463 -0.294
H: -2.393 0.543 1.166
C: -3.583 0.021 -0.560
C: -4.660 1.112 -0.471
H: -5.345 1.028 -1.316
C: -5.380 0.750 0.826
H: -4.837 1.145 1.685
C: -5.305 -0.775 0.796
H: -6.153 -1.195 0.238
O: -4.101 -1.109 0.124
H: -5.283 -1.228 1.791
H: -6.404 1.111 0.860
H: -4.235 2.112 -0.459
H: -3.383 -0.280 -1.595
C: -1.458 -1.806 1.872
H: -0.957 -2.660 2.317
H: -2.503 -2.056 1.700
H: -1.410 -0.963 2.564
C: 0.999 -3.245 0.506
O: 0.590 -3.963 1.398
C: 2.373 -3.562 -0.106
H: 2.243 -4.262 -0.936
H: 2.976 -4.035 0.678
O: 3.053 -2.446 -0.653
C: 3.201 -1.395 0.166
O: 2.905 -1.454 1.347
C: 3.669 -0.195 -0.538
C: 4.167 -0.309 -1.838
C: 4.477 0.806 -2.583
C: 4.272 2.068 -2.035
C: 3.791 2.206 -0.754
C: 3.497 1.086 0.039
N: 3.121 1.216 1.349
H: 2.958 0.310 1.785
C: 2.198 2.228 1.798
H: 2.451 3.201 1.373
H: 2.280 2.299 2.888
C: 0.758 1.855 1.406
O: -0.199 2.808 1.799
H: -0.132 2.939 2.751
H: 0.691 1.789 0.317
H: 0.523 0.865 1.824
H: 3.661 3.194 -0.342
H: 4.502 2.950 -2.615
H: 4.868 0.704 -3.584
H: 4.305 -1.296 -2.252
H: 1.248 -1.640 -1.995
H: 0.226 0.500 -3.130
H: -1.516 0.610 -2.848
H: -0.407 1.656 -1.958

Output
energy relative to the best compared isomer or geometry (same formula, charge and spin): 42.3 kcal/mol
total charge: 0
SMILES: Cc1cc(C(=O)COC(=O)c2ccccc2NCCO)c(C)n1C[C@@H]1CCCO1
frontier orbital gap: 8.42 eV


[4]
One molecule with the formula C22H28N2O5S, computed with wB97M-V/def2-TZVPD.

Element x y z (Å)
C: -1.658 -1.299 -3.359
C: -3.066 -0.899 -2.934
O: -3.106 -0.417 -1.604
C: -2.875 -1.280 -0.565
C: -3.028 -2.656 -0.611
C: -2.817 -3.420 0.527
C: -2.449 -2.818 1.714
C: -2.281 -1.444 1.776
C: -2.486 -0.669 0.646
N: -2.321 0.719 0.603
C: -1.806 1.544 1.545
O: -1.518 1.198 2.671
C: -1.664 2.999 1.071
C: -1.004 3.112 -0.308
N: 0.312 2.530 -0.224
S: 0.997 1.901 -1.611
O: -0.087 1.421 -2.425
O: 1.928 2.823 -2.204
C: 1.889 0.522 -0.926
C: 3.265 0.541 -0.885
C: 3.947 -0.524 -0.318
C: 3.240 -1.603 0.203
C: 1.831 -1.620 0.153
C: 1.173 -0.545 -0.412
H: 0.097 -0.528 -0.467
C: 1.096 -2.794 0.716
H: 1.447 -3.712 0.248
H: 0.027 -2.693 0.562
H: 1.295 -2.879 1.783
O: 3.813 -2.691 0.776
C: 5.217 -2.757 0.861
H: 5.681 -2.747 -0.130
H: 5.436 -3.704 1.352
H: 5.623 -1.937 1.462
H: 5.024 -0.502 -0.291
H: 3.790 1.385 -1.304
C: 1.200 3.277 0.635
C: 0.635 3.281 2.054
C: -0.808 3.788 2.070
H: -0.835 4.847 1.804
H: -1.219 3.670 3.073
H: 1.258 3.910 2.691
H: 0.652 2.265 2.447
H: 1.317 4.306 0.262
H: 2.175 2.788 0.605
H: -0.946 4.176 -0.590
H: -1.538 2.587 -1.100
H: -2.672 3.429 1.026
H: -2.515 1.090 -0.317
H: -1.982 -0.964 2.692
H: -2.287 -3.415 2.598
H: -2.945 -4.491 0.474
H: -3.319 -3.145 -1.528
H: -3.776 -1.725 -3.067
H: -3.408 -0.051 -3.532
H: -1.659 -1.579 -4.409
H: -1.301 -2.141 -2.769
H: -0.986 -0.456 -3.213

Output
energy relative to the best compared isomer or geometry (same formula, charge and spin): 50.2 kcal/mol
total charge: 0
SMILES: CCOc1ccccc1NC(=O)[C@H]1CCCN(S(=O)(=O)c2ccc(OC)c(C)c2)C1
frontier orbital gap: 8.91 eV